# C3H2N2O2S

A molecular structure, C3H2N2O2S in a non-equilibrium geometry (ωB97M-V/def2-TZVPD, the Open Molecules 2025 dataset).

lowest unoccupied orbital energy: -1.94 eV
net charge: 0
energy above the lowest of the compared OMol25 structures with the same formula, charge and spin: 90.7 kcal per mole
largest force on an atom: 6.5 eV Å⁻¹
HOMO level: -0.36266 hartree

Geometry as XYZ:
```
10
C3H2N2O2S ωB97M-V/def2-TZVPD
C 1.80653 -0.80845 0.05242
C 0.40433 -0.32152 -0.02803
C -1.60730 -0.09651 -0.06224
H 1.85981 -1.96321 0.42400
H -1.38212 2.10920 -0.37583
N -0.64473 -0.97708 -0.06161
N -1.03542 1.21562 0.10365
O -2.80946 -0.35658 -0.04842
O 0.33939 0.99964 0.06718
S 3.06897 0.19888 -0.07112
```